(1)
The following is a DFT calculation (the ωB97M-V functional and the def2-TZVPD basis) of a molecular structure, C31H33ClN2O2RuSi2 at a distorted geometry.

Structure (XYZ):
```
72
Properties=species:S:1:pos:R:3:lowdin_spin:R:1
C 3.499 -3.807 1.705 0.1241
C 3.655 -2.730 0.769 0.1111
C 3.229 -1.511 1.415 0.0055
H 4.021 -2.805 -0.247 0.0126
C 2.800 -1.845 2.751 0.0827
C 2.995 -3.260 2.940 0.1126
H 2.766 -3.816 3.846 0.0081
H 3.727 -4.850 1.502 0.0072
H 3.314 -0.512 1.005 -0.0010
H 2.459 -1.132 3.493 0.0117
Ru 1.508 -2.747 1.265 2.1107
Si -2.221 1.883 -0.383 0.0847
C -2.622 2.372 -2.130 0.0117
C -3.971 2.474 -2.510 0.0053
H -4.753 2.150 -1.817 0.0011
C -4.308 3.017 -3.755 0.0010
H -5.360 3.159 -4.013 0.0001
C -3.307 3.375 -4.668 0.0006
H -3.571 3.796 -5.641 0.0000
C -1.963 3.183 -4.325 0.0015
H -1.179 3.398 -5.050 0.0002
C -1.621 2.725 -3.048 0.0013
H -0.569 2.638 -2.770 0.0004
C -2.768 3.261 0.739 0.4394
C -2.601 4.577 0.268 0.4354
H -2.267 4.744 -0.763 0.0219
C -2.890 5.671 1.090 0.0389
H -2.716 6.681 0.717 -0.0076
C -3.417 5.470 2.371 0.4489
H -3.644 6.325 3.008 0.0221
C -3.669 4.162 2.810 0.4113
H -4.118 4.002 3.792 0.0193
C -3.361 3.060 2.000 0.0428
H -3.602 2.041 2.322 -0.0072
H -0.753 1.889 -0.322 0.0201
Si 0.445 -0.937 0.422 0.1325
C 0.680 0.605 1.543 0.0082
C 1.344 1.759 1.104 0.0025
H 1.603 1.886 0.051 0.0006
C 1.669 2.774 2.010 0.0020
H 2.188 3.668 1.654 0.0001
C 1.339 2.638 3.363 0.0017
H 1.624 3.411 4.080 0.0001
C 0.634 1.507 3.796 0.0013
H 0.358 1.391 4.847 0.0002
C 0.280 0.512 2.878 0.0063
H -0.291 -0.354 3.221 0.0022
C 0.982 -0.523 -1.366 0.0284
C 2.335 -0.552 -1.713 0.0091
H 3.092 -0.902 -1.007 0.0007
C 2.761 -0.157 -2.986 0.0000
H 3.820 -0.229 -3.235 -0.0001
C 1.831 0.325 -3.914 0.0063
H 2.161 0.694 -4.888 0.0003
C 0.473 0.329 -3.588 0.0017
H -0.258 0.705 -4.312 0.0001
C 0.044 -0.144 -2.342 0.0080
H -1.023 -0.212 -2.121 0.0005
H -2.716 0.536 -0.010 0.0030
Cl -1.543 -1.609 0.473 0.0936
C 2.379 -7.781 -0.566 0.0003
O 1.397 -7.333 0.409 0.0022
C 1.209 -6.004 0.355 0.0049
O 1.727 -5.249 -0.467 0.0300
N 0.409 -5.541 1.382 0.0080
N -0.043 -4.213 1.117 0.0483
H 3.379 -7.423 -0.291 0.0001
H 2.112 -7.407 -1.564 0.0001
H 2.335 -8.869 -0.513 0.0000
H -0.240 -6.207 1.797 0.0000
H -0.486 -4.179 0.191 0.0081
H -0.730 -3.956 1.823 0.0105
```

Calculated values
total charge = +1
spin multiplicity = 6
gap between HOMO and LUMO (spin up / spin down) = 0.1466 / 0.2170 hartree
E_tot = -2594.7401 Eh
energy above the lowest of the compared OMol25 structures with the same formula, charge and spin = 33.8 kJ/mol



(2)
The following is a DFT calculation (the ωB97M-V functional and the def2-TZVPD basis) of a molecular structure, C32H48F3O29V3 at a distorted geometry.

Structure (XYZ):
```
115
Properties=species:S:1:pos:R:3:lowdin_spin:R:1
O 3.745 1.456 0.122 0.0446
V 4.933 1.962 0.920 0.7823
O 6.191 2.059 0.029 0.0066
O 2.723 0.945 5.415 0.0014
V 2.225 0.113 4.117 0.0144
O 2.070 -1.449 4.395 -0.0002
O 0.627 5.013 3.097 0.0081
V 1.959 4.138 3.100 0.1172
O 2.585 3.970 4.623 -0.0114
C 0.311 1.386 2.059 0.0008
O 0.489 0.011 2.266 0.0004
O 1.157 1.954 2.989 0.0178
C 0.395 1.894 0.616 0.0009
F 1.185 1.156 -0.221 0.0007
F -0.786 1.955 -0.043 0.0002
F 0.859 3.129 0.606 0.0091
C -0.186 -0.954 1.453 0.0000
C 0.152 -2.346 1.952 0.0000
H -0.193 -2.536 2.968 0.0000
H -0.314 -3.082 1.297 0.0000
H 1.236 -2.425 1.869 0.0000
H -0.088 -0.893 0.369 0.0000
H -1.266 -0.855 1.556 0.0000
H -0.708 1.511 2.427 0.0003
C -1.632 1.282 -4.159 0.0000
C -2.402 1.991 -3.054 0.0000
C -3.906 2.481 -3.426 0.0000
O -4.671 1.545 -2.686 0.0000
C -3.852 0.792 -1.868 0.0000
O -4.237 0.182 -0.887 0.0000
O -2.516 1.053 -2.068 0.0000
H -1.025 0.586 -3.579 0.0000
H -1.091 2.048 -4.715 0.0000
H -2.267 0.724 -4.847 0.0000
H -1.891 2.842 -2.603 0.0000
H -4.064 2.490 -4.504 0.0000
H -3.999 3.484 -3.010 0.0000
C -1.418 -2.487 -2.980 0.0000
C -0.156 -2.990 -2.438 0.0000
C -0.316 -4.467 -2.055 0.0000
O 0.177 -5.141 -3.238 0.0000
C 0.894 -4.326 -4.057 0.0000
O 1.463 -4.626 -5.139 0.0000
O 0.911 -3.041 -3.443 0.0000
H -1.388 -1.524 -3.489 0.0000
H -2.257 -2.541 -2.285 0.0000
H -1.742 -3.139 -3.791 0.0000
H 0.251 -2.539 -1.533 0.0000
H -1.301 -4.868 -1.817 0.0000
H 0.419 -4.732 -1.295 0.0000
C 0.642 -6.610 4.299 0.0000
C 1.222 -5.285 3.803 0.0000
C 2.626 -5.221 3.932 0.0000
O 3.080 -4.783 2.742 0.0000
C 2.028 -4.994 1.834 0.0000
O 2.279 -4.736 0.624 0.0000
O 0.862 -5.477 2.484 0.0000
H 1.138 -7.502 3.917 0.0000
H -0.389 -6.724 3.963 0.0000
H 0.729 -6.634 5.385 0.0000
H 0.579 -4.503 4.207 0.0000
H 3.057 -6.171 4.248 0.0000
H 2.996 -4.486 4.647 0.0000
C -4.952 0.872 5.466 0.0000
C -3.865 -0.213 5.318 0.0000
C -3.653 -0.975 3.990 0.0000
O -2.241 -1.218 3.970 0.0000
C -1.648 -0.391 4.917 0.0000
O -0.439 -0.233 5.135 0.0001
O -2.646 0.295 5.579 0.0000
H -4.699 1.516 6.308 0.0000
H -5.914 0.444 5.183 0.0000
H -4.984 1.444 4.539 0.0000
H -4.123 -0.837 6.173 0.0000
H -3.845 -0.517 3.020 0.0000
H -4.257 -1.882 3.984 0.0000
C -3.834 3.629 0.645 0.0000
C -4.006 4.974 0.230 0.0000
C -5.001 5.792 1.017 0.0000
O -4.447 7.090 1.064 0.0000
C -3.077 6.960 0.755 0.0000
O -2.179 7.703 1.088 0.0001
O -2.804 5.747 0.338 0.0001
H -4.692 2.967 0.763 0.0000
H -3.120 3.501 1.459 0.0000
H -3.193 3.216 -0.134 0.0000
H -4.167 4.807 -0.835 0.0000
H -4.960 5.415 2.039 0.0000
H -5.993 6.015 0.624 0.0000
C 1.749 1.667 -4.512 0.0000
C 2.521 2.938 -4.171 0.0000
C 2.114 3.646 -2.861 0.0001
O 3.410 4.005 -2.488 0.0035
C 4.417 3.236 -3.129 0.0008
O 5.637 3.115 -2.895 0.0018
O 3.779 2.475 -4.024 0.0002
H 1.531 1.045 -3.643 0.0000
H 2.305 1.021 -5.192 0.0000
H 0.847 1.900 -5.078 0.0000
H 2.648 3.777 -4.855 0.0000
H 1.464 3.171 -2.126 0.0000
H 1.599 4.541 -3.209 0.0000
C 3.279 -0.794 -2.206 -0.0001
C 4.141 -2.079 -2.538 0.0000
C 4.168 -2.414 -4.079 0.0000
O 5.518 -2.507 -4.327 0.0000
C 6.189 -2.013 -3.344 0.0000
O 7.283 -1.674 -3.497 0.0000
O 5.471 -1.867 -2.269 0.0000
H 2.422 -0.995 -2.850 0.0000
H 3.855 0.117 -2.365 0.0000
H 2.859 -0.734 -1.202 -0.0002
H 3.889 -2.961 -1.950 0.0000
H 3.790 -1.468 -4.467 0.0000
H 3.721 -3.333 -4.458 0.0000
```

Calculated values
total charge = +1
spin multiplicity = 2
gap between HOMO and LUMO (spin up / spin down) = 0.1970 / 0.1913 hartree
E_tot = -6561.1595 Eh



(3)
The following is a DFT calculation (the ωB97M-V functional and the def2-TZVPD basis) of 3 unconnected molecules or ions with the total composition C17H30F6N2O6P at a distorted geometry.

Structure (XYZ):
```
62
Properties=species:S:1:pos:R:3:nbo_charge:R:1
N 1.602 -0.881 -0.477 -1.2503
P 1.963 -0.139 -1.873 1.3855
N 2.402 1.590 -1.695 -0.5812
C 1.647 2.340 -2.772 -0.2570
C 0.276 3.086 -2.269 -0.4563
C -0.964 2.085 -1.889 -0.4700
C -1.124 1.746 -0.294 -0.0996
O -2.077 2.600 0.434 -0.5497
C -1.803 4.033 0.247 0.6164
O -0.836 4.723 0.871 -0.5473
C 2.563 2.189 -0.315 -0.3014
C 3.885 3.187 -0.081 -0.4109
C 4.639 2.876 -1.502 -0.4342
C 3.838 1.619 -2.260 -0.2877
H 0.623 -1.248 -0.578 0.3975
H 0.819 -0.298 -2.768 0.0169
H 3.081 -0.814 -2.489 0.0211
H 1.435 1.671 -3.735 0.2545
H 2.378 3.200 -3.152 0.2495
H 0.536 3.875 -1.412 0.2497
H -0.093 3.756 -3.186 0.2588
H -0.845 1.079 -2.473 0.2182
H -1.974 2.609 -2.229 0.2563
H -1.567 0.639 -0.234 0.2372
H -0.127 1.721 0.317 0.1939
H -2.443 4.637 -0.559 0.1736
H 2.677 1.344 0.489 0.2858
H 1.710 2.876 0.129 0.2858
H 4.363 2.855 0.934 0.2680
H 3.454 4.299 -0.125 0.2449
H 5.684 2.393 -1.277 0.2564
H 4.619 3.811 -2.217 0.2444
H 4.531 0.711 -1.923 0.2540
H 3.941 1.673 -3.431 0.2710
C 1.568 -2.373 2.882 -0.6375
C 1.609 -3.423 1.787 -0.0844
O 2.561 -4.450 2.103 -0.4847
C 2.143 -5.405 2.993 0.6847
O 1.031 -5.414 3.515 -0.5234
C 3.229 -6.458 3.206 0.8998
F 4.462 -5.911 3.410 -0.3092
F 3.355 -7.289 2.131 -0.3081
F 2.990 -7.261 4.282 -0.2993
H 2.569 -1.970 3.067 0.2118
H 0.900 -1.553 2.606 0.2162
H 1.217 -2.800 3.827 0.2303
H 1.940 -2.961 0.851 0.2077
H 0.619 -3.854 1.600 0.1964
C -7.203 -0.763 1.777 -0.6405
C -6.381 0.287 1.051 -0.0793
O -5.129 -0.261 0.613 -0.4821
C -5.168 -1.012 -0.533 0.6761
O -6.194 -1.231 -1.172 -0.5110
C -3.769 -1.495 -0.911 0.9032
F -3.083 -2.008 0.151 -0.3088
F -2.997 -0.486 -1.411 -0.3305
F -3.780 -2.472 -1.861 -0.2980
H -6.629 -1.199 2.601 0.2184
H -8.122 -0.327 2.176 0.2301
H -7.474 -1.586 1.108 0.2260
H -6.147 1.106 1.739 0.2013
H -6.932 0.722 0.209 0.2007
```

Calculated values
total charge = +1
gap between HOMO and LUMO = 0.3575 hartree
E_tot = -2166.7636 Eh



(4)
The following is a DFT calculation (the ωB97M-V functional and the def2-TZVPD basis) of a molecular structure, C29H27BF4FeNO6S at a distorted geometry.

Structure (XYZ):
```
70
Properties=species:S:1:pos:R:3:lowdin_spin:R:1
Fe 10.332 15.407 8.517 3.6781
O 9.077 16.122 12.573 0.0066
C 9.338 15.709 11.483 0.0076
O 10.500 16.146 10.744 0.0322
C 8.476 14.722 10.642 0.0067
O 7.925 13.759 11.161 0.0100
O 8.372 15.196 9.444 0.0238
N 12.571 15.503 8.802 0.0346
C 13.365 15.085 9.923 0.0397
C 14.105 13.915 9.777 0.0696
C 15.211 13.701 10.608 0.1487
C 15.357 14.439 11.773 0.0288
C 14.478 15.484 12.050 0.1343
C 13.471 15.886 11.110 0.1187
C 12.658 17.068 11.431 0.0924
C 13.325 18.112 12.113 0.0708
C 12.678 19.256 12.578 0.0169
C 11.312 19.361 12.317 0.1138
C 10.592 18.337 11.689 0.0120
C 11.269 17.173 11.300 0.0726
H 12.938 15.137 7.932 -0.0002
H 12.476 16.508 8.609 0.0025
H 13.847 13.248 8.924 0.0029
H 15.986 13.014 10.304 0.0164
H 16.193 14.241 12.452 0.0007
H 14.492 16.010 12.996 0.0170
H 14.408 18.000 12.302 0.0066
H 13.221 20.050 13.106 -0.0015
H 10.778 20.259 12.670 0.0112
H 9.484 18.369 11.544 -0.0015
F 11.341 16.036 4.881 0.0006
B 11.589 14.831 5.406 0.0021
F 12.848 14.653 6.026 0.0000
F 11.353 13.728 4.507 0.0012
F 10.506 14.659 6.524 0.0264
O 10.500 13.425 9.006 0.0333
S 10.645 12.233 7.970 0.0138
C 10.643 10.768 8.966 0.0041
C 10.483 10.681 10.352 0.0008
C 10.644 9.475 10.987 0.0004
C 10.982 8.296 10.295 0.0010
C 11.189 8.404 8.915 0.0006
C 10.966 9.631 8.250 0.0016
C 9.006 12.055 7.238 0.0011
C 8.908 11.812 5.899 0.0004
C 7.677 11.429 5.377 0.0001
C 6.576 11.352 6.195 0.0002
C 6.673 11.761 7.544 0.0001
C 7.881 12.181 8.055 0.0001
H 10.217 11.584 10.910 0.0001
H 10.554 9.415 12.066 0.0001
H 11.143 7.401 10.840 0.0001
H 11.641 7.565 8.403 0.0001
H 10.963 9.694 7.164 0.0003
H 9.797 11.952 5.267 0.0001
H 7.587 11.210 4.313 0.0000
H 5.607 11.029 5.801 0.0000
H 5.797 11.797 8.161 0.0000
H 7.980 12.594 9.033 0.0000
C 10.836 18.843 6.423 0.0038
C 9.821 17.792 6.949 0.0166
C 8.557 18.426 7.506 0.0026
O 10.478 17.176 7.979 0.1119
H 10.865 18.930 5.322 0.0006
H 11.863 18.730 6.796 0.0007
H 10.470 19.845 6.718 0.0003
H 9.639 17.074 6.078 0.0020
H 8.833 19.260 8.188 0.0002
H 7.988 17.694 8.092 0.0002
H 7.909 18.827 6.728 0.0005
```

Calculated values
total charge = -2
spin multiplicity = 6
gap between HOMO and LUMO (spin up / spin down) = 0.0683 / 0.2111 hartree
E_tot = -3713.9573 Eh
energy above the lowest of the compared OMol25 structures with the same formula, charge and spin = 0.0 kJ/mol



(5)
The following is a DFT calculation (the ωB97M-V functional and the def2-TZVPD basis) of a single C3H4P2 molecule at a distorted geometry.

Structure (XYZ):
```
9
Properties=species:S:1:pos:R:3:nbo_charge:R:1
P -1.700 0.443 0.250 0.4068
C -0.386 -0.523 -0.689 -0.5195
C 0.570 -0.730 0.399 -0.5024
P 1.888 0.400 0.065 0.6936
C 0.173 0.807 -0.452 -0.4333
H -2.338 1.120 -0.993 -0.0404
H -0.649 -1.182 -1.494 0.2344
H 0.336 -1.016 1.532 0.2346
H 2.107 0.683 1.384 -0.0739
```

Calculated values
gap between HOMO and LUMO = 0.3066 hartree
SMILES = P1[C@@H]2[C@H]3PC123
E_tot = -799.2084 Eh
energy above the lowest of the compared OMol25 structures with the same formula, charge and spin = 352.8 kJ/mol



(6)
The following is a DFT calculation (the ωB97M-V functional and the def2-TZVPD basis) of 2 unconnected molecules or ions with the total composition C8H9NO2 at a distorted geometry.

Structure (XYZ):
```
20
Properties=species:S:1:pos:R:3:nbo_charge:R:1
C -1.862 -1.440 -0.665 -0.2007
C -0.774 -2.223 -0.608 -0.2162
C -1.879 -0.082 -0.459 -0.2030
C 0.444 -1.617 -0.379 -0.2593
C -0.678 0.534 -0.124 -0.0952
C 0.414 -0.258 -0.088 0.1312
C -0.808 2.013 0.352 -0.6231
C 2.442 0.600 0.362 -0.3062
N 3.275 -0.480 -0.232 0.5155
O 3.427 -1.427 0.460 -0.3803
O 3.719 -0.238 -1.311 -0.3804
H -2.868 -1.944 -0.901 0.2136
H -0.790 -3.370 -0.594 0.2289
H -2.751 0.463 -0.342 0.2131
H 1.349 -2.199 -0.468 0.2406
H -1.887 2.302 0.456 0.2233
H -0.476 2.047 1.423 0.2192
H -0.144 2.672 -0.188 0.2256
H 2.443 1.518 -0.241 0.2162
H 2.449 0.733 1.513 0.2372
```

Calculated values
gap between HOMO and LUMO = 0.3526 hartree
E_tot = -515.2626 Eh
energy above the lowest of the compared OMol25 structures with the same formula, charge and spin = 567.7 kJ/mol